# 1
53
Properties=species:S:1:pos:R:3:forces:R:3:mulliken_charge:R:1 method="wB97M-V/def2-TZVPD" e_homo_ev=-9.422 relative_energy_kj_mol=114.6 charge=0 smiles="NC(N)=O.OCCO.OCCO.OCCO.O.O.O.O.O" homo_lumo_gap_ev=9.582
C -2.265876 -0.268763 2.415001 -0.6 1.8 -1.6 0.7328
O -2.645366 -1.096503 1.629142 -0.4 -2.0 -0.4 -0.6519
N -1.725045 0.894307 1.971582 0.5 0.4 1.3 -0.0015
N -2.489154 -0.261549 3.740045 0.0 -0.4 2.2 -0.4286
H -1.687314 1.605163 2.688068 0.3 0.4 -0.9 0.1247
H -1.600750 1.083348 0.987243 0.3 0.0 0.0 -0.0042
H -2.137285 0.507996 4.291489 -0.2 -0.3 -0.1 0.1666
H -3.203684 -0.839494 4.159017 0.3 0.0 -0.3 0.2408
C 0.719711 0.735309 -3.243645 1.0 -1.5 -2.2 -0.2863
C -0.264343 0.793055 -4.431711 -1.1 -0.3 1.8 -0.3784
O 0.110470 1.670752 -5.450413 0.7 -0.3 -0.5 -0.5398
O 0.871470 1.913467 -2.571796 -0.5 2.2 1.7 -0.6541
H 1.699807 0.498601 -3.657742 0.1 -0.4 -0.4 0.4632
H 0.540209 -0.069135 -2.530388 -0.6 0.0 0.0 0.3147
H -1.263551 1.090245 -4.113313 -0.1 0.3 0.6 0.0745
H -0.486018 -0.234072 -4.721487 0.7 0.0 -0.9 0.3987
H 0.033784 2.560647 -5.098539 -0.1 0.1 0.0 0.3056
H 1.552972 2.498049 -2.911547 0.0 -0.2 -0.2 0.3232
C 0.834062 -3.687038 0.633344 0.0 0.0 1.2 -0.6252
C 1.738699 -4.521575 -0.288403 -0.1 1.2 0.5 -0.4168
O 3.095179 -4.483530 0.106763 0.4 0.3 0.0 -0.5492
O 1.135146 -2.244924 0.649553 -0.6 -1.3 -0.7 -0.4694
H 0.827729 -3.983498 1.682233 0.7 -0.4 0.1 0.3197
H -0.211087 -3.904287 0.412967 -0.1 0.8 -0.7 0.4279
H 1.592368 -4.002296 -1.235525 0.2 -0.5 -0.5 0.2352
H 1.515429 -5.587701 -0.328888 -0.8 0.2 -0.1 0.3684
H 3.549182 -3.838367 -0.440265 0.2 0.1 0.1 0.3252
H 2.033682 -2.155556 0.975487 0.4 -0.3 -0.1 0.1699
C -3.786227 1.338756 -0.727630 1.5 2.6 0.3 -0.8169
C -2.494968 1.697874 -1.561242 -0.9 -1.4 0.1 0.0444
O -1.317717 1.587581 -0.769113 -0.7 0.0 0.0 -0.3974
O -4.959643 1.513407 -1.514588 0.3 -0.7 0.0 -0.5334
H -3.763004 2.162950 -0.014703 -0.2 0.1 0.5 0.3567
H -3.706489 0.476210 -0.066005 -0.2 -0.7 -0.9 0.2811
H -2.556977 2.706227 -1.970492 -0.4 0.1 0.0 0.3194
H -2.402758 0.990286 -2.385207 -0.2 0.0 -0.2 0.1355
H -0.609964 1.740382 -1.399453 0.6 0.2 0.2 0.1383
H -5.420486 2.273103 -1.151149 -0.1 -0.1 -0.1 0.3323
O 1.540084 0.941613 3.623862 0.0 0.3 0.7 -0.6663
H 1.593638 0.958333 2.668310 0.0 0.1 -0.6 0.4056
H 1.246725 0.054640 3.832305 -0.3 0.0 0.1 0.2646
O 0.438838 3.486088 1.620677 0.0 0.5 0.0 -0.6365
H 0.220715 3.348109 2.542420 0.1 0.0 0.2 0.3144
H 0.544110 2.603952 1.264324 0.0 -0.5 -0.1 0.2896
O 1.125151 0.763287 0.684577 0.2 0.5 0.4 -0.1878
H 1.372818 0.948287 -0.221332 0.2 0.1 -0.4 0.1585
H 1.115395 -0.192237 0.740355 -0.5 -0.6 -0.1 0.2824
O 3.013011 -1.257096 2.687174 0.2 -0.3 -0.4 -0.6349
H 2.164439 -1.589222 2.980164 -0.2 -0.2 0.1 0.2426
H 3.380608 -0.824673 3.457959 0.2 0.3 0.2 0.3251
O 3.767974 -0.427728 -0.135029 0.1 -0.2 -0.5 -0.5870
H 3.354598 -0.354711 0.725223 -0.1 0.0 0.5 0.3164
H 4.269704 0.381930 -0.229677 0.2 0.2 0.0 0.2675

=====

# 2
51
Properties=species:S:1:pos:R:3:forces:R:3:mulliken_charge:R:1 method="wB97M-V/def2-TZVPD" e_homo_ev=-8.359 relative_energy_kj_mol=1624.1 charge=0 homo_lumo_gap_ev=7.829
C 1.936311 -2.966877 -0.092224 -0.3 -2.7 0.8 -0.2502
O 1.999352 -3.002806 1.311711 2.0 -0.2 0.5 -0.5827
H 2.513361 -2.133508 -0.492971 0.2 -1.7 1.0 0.1273
H 2.235188 -3.925761 -0.515686 0.5 -0.1 -0.2 0.4138
H 0.883083 -2.870954 -0.356061 0.4 -0.3 0.0 0.2456
H 1.615990 -3.776973 1.730411 0.0 -0.2 -0.6 0.3373
C 0.250429 -1.732593 2.229452 -0.2 0.9 -0.2 -0.6687
O -0.790970 -0.814198 2.484701 1.4 -3.7 3.5 -0.7073
H 1.137062 -1.123223 2.054378 0.2 -0.6 0.4 0.6647
H 0.424409 -2.453215 3.028536 -0.2 0.0 0.0 0.1895
H 0.029442 -2.185386 1.262889 0.0 -0.3 0.9 0.4535
H -0.423215 -0.029659 2.898033 0.0 -0.1 0.5 0.5107
C -1.534686 3.030951 -1.278066 -0.1 -1.0 -0.5 -0.4776
O -2.049012 2.040081 -0.386926 0.0 1.0 0.1 -0.4230
H -2.213840 3.867083 -1.444573 0.3 0.3 0.5 0.3415
H -0.537035 3.247668 -0.896187 -0.3 0.8 -0.2 0.1460
H -1.373075 2.595691 -2.264241 0.1 -0.2 -0.2 0.2432
H -2.934896 1.802325 -0.670295 -0.1 -0.2 0.2 0.3253
C 1.068614 -0.780446 -1.139439 -1.4 1.1 -0.8 -0.5551
C 0.285056 0.128261 -0.175509 -0.1 -0.1 -1.4 0.8212
O 0.990693 1.368596 -0.189700 -2.6 -0.3 -9.6 -1.2228
H 0.497200 -1.707034 -1.194636 0.3 0.8 -0.7 0.5692
H 2.119224 -0.976131 -0.924960 -0.9 1.4 0.1 0.0118
H 1.070467 -0.310777 -2.123056 -0.5 -0.8 0.8 -0.8388
H 0.261601 -0.131660 0.882790 -0.3 -0.4 -0.9 0.7178
H -0.723969 0.326703 -0.536876 0.4 -0.3 0.2 -0.5195
H 0.447173 2.027642 0.248308 0.2 -0.7 -1.6 -0.0284
C -2.632580 -1.057432 -1.184599 0.2 -0.1 -1.3 -1.2726
C -2.042705 -1.492600 0.112804 -0.2 0.4 2.4 0.9195
O -2.365548 -0.541209 1.131204 -4.7 1.3 -4.6 -0.6543
H -2.204759 -1.615888 -2.017179 -0.1 -0.5 0.0 0.3237
H -2.336985 -0.054035 -1.491039 -0.1 0.1 0.5 0.1479
H -3.718365 -1.133710 -1.242564 0.0 0.0 0.2 0.3086
H -0.961575 -1.631378 0.110100 -0.4 0.2 -0.8 -0.9099
H -2.388804 -2.461674 0.472275 -0.5 -0.4 -0.4 0.4278
H -1.919453 -0.637829 1.975756 0.0 -1.0 -0.2 0.5361
O 0.475885 0.914202 2.816278 0.6 -0.7 7.0 -0.8073
H 0.297675 1.622353 2.197423 -0.3 -0.2 0.5 0.4029
H 0.787560 1.357696 3.605201 0.2 -0.1 0.7 0.2316
O 0.354207 0.360779 -3.924863 -3.6 -3.3 -4.6 -0.8438
H 0.886713 0.858332 -3.304290 -0.5 -0.6 -0.5 0.4086
H 0.823210 -0.466448 -4.034227 -0.2 -0.2 -0.5 0.2316
O 1.479730 1.435652 -2.544439 4.5 5.2 1.9 -0.6831
H 1.388889 2.330189 -2.872719 0.3 0.5 -0.3 0.4123
H 1.332506 1.509924 -1.601546 -0.1 0.0 1.7 0.4471
O 0.119676 2.380496 1.358156 -4.0 7.8 0.8 -0.6319
H 0.659793 3.167683 1.427714 0.9 0.5 0.3 0.4564
H -0.775056 2.690154 1.498949 -1.4 0.1 -0.2 0.4567
O 2.231411 1.076176 1.360999 6.1 -0.2 4.3 -0.9934
H 1.637940 0.979600 2.105784 1.8 -0.9 -0.2 0.5269
H 1.686678 0.895167 0.595021 2.2 -0.1 0.8 0.7140

=====

# 3
56
Properties=species:S:1:pos:R:3:forces:R:3:mulliken_charge:R:1 method="wB97M-V/def2-TZVPD" e_homo_ev=-8.797 relative_energy_kj_mol=203.3 charge=0 homo_lumo_gap_ev=8.861
C 2.578040 -1.080256 -2.837605 2.1 0.2 -0.1 -0.6149
N 1.933739 0.225930 -2.682697 -1.6 -0.7 0.4 -0.3144
C 0.484794 0.054416 -2.647194 0.6 0.4 -0.6 0.5238
C -0.209498 0.900647 -3.493513 -0.9 0.0 0.1 -0.9406
C -1.589376 0.905840 -3.468921 -1.1 -0.5 -0.7 -0.1820
C -2.292465 -0.121188 -2.845869 0.5 2.1 1.8 -0.8577
C -1.585031 -0.937735 -1.950364 -0.9 -0.8 -0.7 -0.3564
C -0.201380 -0.884154 -1.853038 0.0 0.8 -0.1 0.2713
H 1.994782 -1.854140 -3.362708 -0.1 0.6 0.4 0.3071
H 2.931536 -1.449433 -1.857781 -0.3 -0.3 -0.5 0.0007
H 3.497423 -0.904320 -3.455663 -0.6 -0.4 0.5 0.3500
H 2.178398 0.652873 -1.786807 0.2 -0.2 -0.3 0.2802
H 0.233786 1.623772 -4.146288 0.9 0.2 0.1 0.4085
H -2.188068 1.690994 -3.955039 0.5 -0.4 -0.1 0.4461
H -3.327314 0.136191 -2.631960 -0.3 -1.0 -0.5 0.3451
H -2.207847 -1.679590 -1.430273 0.7 0.3 0.1 0.4798
H 0.326625 -1.472003 -1.110844 0.1 0.2 -0.4 -0.0673
H -4.860226 -1.418487 1.337765 -0.7 0.2 -0.3 0.3246
H -3.940729 -2.244540 0.629410 -0.1 -0.3 -0.6 0.3076
O -4.778568 -1.783612 0.442134 1.0 0.1 1.0 -0.6312
H -1.001703 2.457069 -0.362958 0.3 0.2 0.1 0.2681
H -0.526507 3.107347 -1.603095 0.3 0.0 -0.1 0.2612
O -0.210288 2.503829 -0.923216 -0.1 0.0 0.2 -0.4846
H -1.606142 0.506186 0.045721 0.3 0.7 -0.1 0.2838
H -2.771202 0.214370 0.821433 -0.4 0.4 0.5 0.2990
O -2.073613 0.891240 0.816448 0.1 -1.2 -0.9 -0.7412
H -1.180577 -0.686145 3.057323 -0.2 0.0 -0.1 0.2502
H -0.890930 0.358177 1.952911 -0.1 -0.2 0.5 0.5720
O -0.490109 -0.093878 2.739321 -0.1 -0.3 -0.3 -0.9420
H 1.786887 -2.602510 1.201829 0.1 -0.2 -1.0 0.3427
H 2.860691 -2.358521 0.114687 -0.2 0.0 -0.2 0.2425
O 1.920258 -2.544432 0.214113 0.2 0.0 0.9 -0.6489
H 2.257164 4.756259 0.575837 -0.4 -0.2 -0.2 0.3003
H 2.360441 3.296294 -0.043242 -0.5 0.4 0.2 0.3334
O 2.840410 4.027504 0.367034 0.8 0.0 -0.1 -0.6385
H 2.959373 0.282579 3.139792 -0.1 0.3 -0.8 0.3598
H 4.057614 -0.284082 2.168684 -0.6 0.5 -0.1 0.2771
O 3.781995 -0.191313 3.080410 1.2 -1.4 1.4 -0.6208
H 0.214282 -3.120061 -0.384080 -0.8 -0.7 -0.1 0.3997
H -0.509471 -4.211340 -1.197857 -0.1 0.0 0.0 0.3086
O -0.683172 -3.517403 -0.555370 1.1 0.2 0.1 -0.6269
H 0.087536 1.204854 3.551299 0.5 0.6 -0.1 0.4607
H 1.288540 1.902165 4.266234 -0.3 0.1 0.0 0.2904
O 0.592485 2.057233 3.613929 0.2 -0.1 0.4 -0.7340
H -3.014539 3.643606 -1.307991 0.0 -0.1 0.1 0.2725
H -3.027156 4.356682 0.040713 0.1 -0.1 0.0 0.2552
O -2.618680 3.619728 -0.428556 -0.5 0.4 -0.2 -0.5371
H 3.404700 2.316873 1.632170 -0.3 -0.4 -0.1 0.3299
H 2.053106 2.091171 2.257340 -0.3 -0.3 -0.3 0.3935
O 2.712631 1.634117 1.701473 -0.1 1.1 -0.1 -0.7000
H -1.692627 -2.580538 0.695437 0.4 -0.8 0.3 0.3185
H -1.582593 -3.422042 2.038359 0.2 -0.3 -0.6 0.3119
O -1.830381 -2.581542 1.656085 -1.3 1.3 0.3 -0.5929
H 0.353558 -1.805463 2.288564 -0.1 -0.1 0.4 0.4685
H 0.438929 -2.924822 3.370403 0.2 0.1 0.1 0.3067
O 0.760470 -2.664395 2.506070 0.1 0.0 0.0 -0.7196

=====

# 4
56
Properties=species:S:1:pos:R:3:forces:R:3:mulliken_charge:R:1 method="wB97M-V/def2-TZVPD" e_homo_ev=-8.151 relative_energy_kj_mol=740.4 charge=0 smiles="C=CC[C@@H](C)NCC.O.O.O.O.O.O.O.O.O.O.O" homo_lumo_gap_ev=8.014
C 1.904070 -1.963623 -0.076354 2.5 2.2 -2.3 -0.5640
N 1.406124 -0.542135 -0.123781 0.9 -0.5 -0.2 0.2368
C 0.260852 -0.154681 0.678048 -0.8 1.2 0.7 -0.1502
C 0.672427 1.112058 1.559478 -1.2 -0.8 -2.4 -0.4839
C 1.936354 0.814309 2.192003 1.7 -0.5 3.1 -0.2483
C 2.061217 -0.123409 3.150734 -0.4 0.9 -1.4 -0.9323
C -0.898368 0.360048 -0.222717 1.0 -1.6 -1.6 1.6456
C 3.300121 -1.958109 0.590934 0.0 -2.0 0.9 -0.9682
H 2.159785 -2.101526 -1.162556 -0.8 -1.1 1.2 0.1544
H 1.253507 -2.688519 0.360816 -0.7 -0.1 0.2 0.5230
H 2.259364 0.090531 -0.060354 -1.8 -1.2 0.6 0.4154
H -0.163315 -0.927010 1.441276 1.3 0.8 -1.6 0.0223
H 0.770371 1.996657 0.940328 0.0 0.0 -0.6 0.3354
H -0.226739 1.327583 2.120427 0.3 0.0 1.1 0.6133
H 2.903559 1.337816 1.991864 -1.2 0.1 -0.1 0.2254
H 1.279663 -0.850872 3.346275 0.1 0.3 0.5 0.2014
H 3.011073 -0.151960 3.619868 0.7 -0.7 0.5 0.4284
H -0.537198 1.330816 -0.589452 -0.5 -1.0 -0.2 -0.1917
H -1.200691 -0.316812 -1.143549 0.7 1.0 2.1 -0.1352
H -1.738687 0.469682 0.430098 -0.1 0.1 -0.4 -1.7153
H 3.603821 -3.066225 0.861968 -0.3 2.2 -0.7 0.3387
H 4.093865 -1.450945 -0.008552 -0.7 -0.5 0.2 0.2716
H 3.171536 -1.403819 1.521033 0.4 -0.3 0.0 0.1789
H -0.865783 -0.418889 -3.299161 0.0 0.1 0.2 0.2701
H 0.563013 -0.752972 -2.694303 -1.0 0.9 0.1 0.2824
O 0.066871 -0.176568 -3.317477 0.6 -0.5 -0.1 -0.6583
H -3.024615 1.227184 -2.215439 -0.3 0.6 0.3 0.5132
H -2.819509 1.798764 -3.712830 -0.3 0.7 0.1 0.2982
O -2.729916 1.085434 -3.095056 1.1 -1.6 -1.8 -0.5721
H 3.036722 1.371380 -2.653803 0.8 0.8 -0.5 0.3845
H 2.172062 0.930560 -1.671540 -0.9 -1.0 1.2 0.2683
O 2.721069 1.699812 -1.809737 0.8 -0.4 -0.3 -0.6540
H -1.918787 3.075895 -0.872568 -0.2 0.9 -0.5 0.3363
H -0.482829 3.608215 -0.937937 -0.1 -0.4 -0.4 0.3116
O -1.091666 3.082690 -0.405704 -1.0 1.4 2.0 -0.5541
H -3.061033 -0.596657 1.816672 -0.1 -0.1 -0.1 0.3711
H -2.698290 0.837694 1.584594 0.1 -1.0 1.7 0.3635
O -2.571725 0.111746 2.263368 -0.7 1.3 -0.7 -0.7027
H 0.090504 -3.061452 3.354583 -0.6 0.5 0.5 0.3070
H -1.297571 -3.180947 2.561504 1.0 0.1 0.8 0.3138
O -0.378360 -3.485252 2.645500 -0.2 -1.4 -1.6 -0.6390
H -3.622853 -0.287580 -0.461917 0.1 0.3 -0.5 0.4132
H -3.897311 -1.842227 -0.372756 -0.1 -0.3 -0.4 0.2877
O -3.638578 -1.058442 0.095443 -0.2 -1.3 1.2 -0.6243
H 1.762704 -1.539229 -3.421054 -1.4 -1.2 -0.9 0.3452
H 2.749228 -0.476713 -3.613542 -0.1 -2.0 1.5 0.2882
O 2.542803 -1.264044 -2.988874 2.1 2.9 -1.4 -0.6236
H -4.389604 1.285186 -1.195715 -1.9 1.3 -2.0 0.3007
H -2.734974 1.708805 -0.725401 -0.9 0.1 -0.5 -0.0116
O -3.623096 1.307424 -0.699396 2.1 -0.4 3.5 -0.7614
H -1.175047 -0.935330 3.111933 0.7 0.1 -2.0 0.3237
H -1.692526 -0.812763 4.306921 1.3 -1.3 0.9 0.3218
O -0.952321 -1.381076 3.921304 -2.4 1.9 1.7 -0.6554
H 0.018194 1.960764 -2.790388 0.4 0.0 0.4 0.2654
H 1.294615 2.392332 -1.930849 -1.1 0.4 -0.8 0.4628
O 0.365906 2.646375 -2.194198 1.0 0.1 -1.1 -0.7735